C16H15N3O3 | the ωB97M-V functional and the def2-TZVPD basis

Each line ends with the Löwdin charge.
Cartesian coordinates (Å):
C 0.186 -4.090 0.273  -0.07
C -0.714 -2.868 0.233  -0.19
O -1.496 -3.083 1.597  -0.19
C -0.007 -1.525 0.555  -0.29
N 1.243 -1.294 0.728  0.18
C 1.590 -0.189 0.618  -0.22
C 2.787 0.544 0.751  0.15
C 2.542 1.968 0.807  -0.20
N 3.830 2.622 0.961  -0.29
O 4.924 2.141 0.889  0.11
O 3.646 3.902 1.017  0.01
C 1.446 2.488 0.933  -0.12
C 0.334 1.858 0.704  -0.12
C 0.242 0.639 0.472  -0.06
N -0.696 -0.521 0.638  0.04
C -2.044 -0.305 0.364  -0.19
C -2.631 -0.205 -0.843  -0.14
C -4.080 -0.342 -1.223  -0.06
C -4.508 -0.397 -2.411  -0.13
C -3.655 -0.483 -3.576  0.03
C -2.295 -0.145 -3.199  -0.14
C -1.688 -0.145 -2.099  -0.02
H 0.893 -4.161 0.950  0.00
H -0.351 -5.200 0.186  0.15
H 0.733 -3.963 -0.785  0.13
H -1.380 -2.982 -0.517  0.10
H -0.905 -3.547 2.460  0.21
H 3.643 0.192 0.761  0.03
H 1.280 3.736 0.870  0.22
H -0.777 2.535 0.761  0.20
H -2.434 0.819 0.845  0.21
H -2.560 -1.245 1.085  0.21
H -4.701 -0.665 -0.356  0.13
H -5.373 -0.832 -2.736  0.09
H -4.042 -0.293 -4.363  -0.01
H -1.594 -0.107 -4.061  0.12
H -0.661 0.019 -1.676  0.12

Summary:
Charge ... 0
DFT total energy ... -1008.07419 Eh
Spin multiplicity ... 1
Lowest unoccupied orbital energy ... -0.016 Ha
SMILES ... C[C@@H](O)c1nc2cc([N+](=O)[O-])ccc2n1Cc1ccccc1

C3H3CuLiO3 | the ωB97M-V functional and the def2-TZVPD basis

Each line ends with the Löwdin charge.
Cartesian coordinates (Å):
O 0.495 -0.862 -0.142  -0.08
C -0.914 -0.391 -0.318  -0.25
C -0.832 1.017 0.154  -0.13
O 0.636 1.224 0.523  0.11
C 1.281 0.143 0.217  -0.64
O 2.494 -0.023 0.256  0.09
Cu 2.652 -2.150 -0.412  0.78
H -1.048 -0.413 -1.413  0.07
H -1.358 1.337 1.065  0.11
H -1.122 1.760 -0.596  0.13
Li -2.286 -1.641 0.666  0.80

Summary:
Charge ... +1
DFT total energy ... -1989.54834 Eh
Spin multiplicity ... 1
Lowest unoccupied orbital energy ... -0.191 Ha

C3H2S | the ωB97M-V functional and the def2-TZVPD basis

Each line ends with the Löwdin charge.
Cartesian coordinates (Å):
C -0.549 -0.622 0.075  -0.77
C -1.344 -1.617 -0.021  0.13
C 0.618 0.290 0.034  -0.28
S -1.191 1.111 0.036  0.76
H 1.260 0.474 0.848  0.05
H 1.206 0.363 -0.973  0.12

Summary:
Charge ... 0
DFT total energy ... -513.50546 Eh
Spin multiplicity ... 1
Lowest unoccupied orbital energy ... -0.044 Ha

C20H24N2O3S | the ωB97M-V functional and the def2-TZVPD basis

Each line ends with the Löwdin charge.
Cartesian coordinates (Å):
O 2.320 -0.804 0.520  0.07
C 1.238 -0.944 1.052  -0.46
N 0.924 -2.039 1.782  0.07
C 1.879 -3.076 2.092  -0.16
C 2.323 -3.014 3.563  -0.13
C 1.140 -3.187 4.472  -0.25
C 0.443 -2.081 4.944  -0.06
C -0.683 -2.240 5.734  -0.08
C -1.126 -3.509 6.062  -0.09
C -0.438 -4.618 5.598  -0.08
C 0.685 -4.457 4.807  -0.05
C 0.090 0.061 0.958  -0.22
C -1.060 -0.508 0.114  -0.12
C -0.631 -0.630 -1.348  -0.18
N -0.207 0.646 -1.882  -0.23
S -1.449 1.704 -2.270  0.68
O -2.516 0.920 -2.824  -0.28
O -1.776 2.610 -1.199  -0.29
C -0.659 2.631 -3.582  -0.28
C -0.449 3.989 -3.449  -0.06
C 0.168 4.682 -4.479  -0.07
C 0.564 4.008 -5.623  -0.08
C 0.345 2.643 -5.746  -0.07
C -0.271 1.949 -4.718  -0.06
C 0.871 1.253 -1.130  -0.18
C 0.550 1.394 0.359  -0.12
H 0.053 -2.065 2.290  0.13
H 1.428 -4.051 1.881  0.12
H 2.736 -2.921 1.434  0.12
H 2.801 -2.050 3.744  0.12
H 3.054 -3.804 3.737  0.12
H 0.791 -1.087 4.697  0.11
H -1.213 -1.371 6.095  0.10
H -2.003 -3.634 6.680  0.10
H -0.777 -5.610 5.855  0.10
H 1.220 -5.325 4.448  0.11
H -0.274 0.239 1.978  0.15
H -1.377 -1.483 0.488  0.11
H -1.909 0.178 0.163  0.12
H -1.464 -0.968 -1.965  0.11
H 0.206 -1.329 -1.447  0.14
H -0.775 4.479 -2.545  0.11
H 0.339 5.744 -4.389  0.11
H 1.043 4.548 -6.425  0.10
H 0.653 2.125 -6.641  0.11
H -0.462 0.890 -4.779  0.12
H 1.060 2.234 -1.571  0.12
H 1.759 0.627 -1.256  0.12
H -0.249 2.128 0.476  0.10
H 1.441 1.747 0.880  0.12

Summary:
Charge ... 0
DFT total energy ... -1509.96108 Eh
Spin multiplicity ... 1
Lowest unoccupied orbital energy ... 0.026 Ha
SMILES ... O=C(NCCc1ccccc1)C1CCN(S(=O)(=O)c2ccccc2)CC1

H9O4 | the ωB97M-V functional and the def2-TZVPD basis

Each line ends with the Löwdin charge.
Cartesian coordinates (Å):
O -0.186 0.624 -0.359  0.01
H -1.183 0.310 0.073  0.12
H 0.772 0.657 0.357  0.20
H -0.147 -0.017 -1.121  0.06
O 0.798 -1.179 -1.939  -0.12
H 1.312 -2.066 -1.765  0.13
H 0.403 -1.437 -2.864  0.13
O 1.645 1.264 1.463  0.06
H 2.165 1.819 0.954  0.05
H 2.143 0.636 2.015  0.12
O -2.387 -0.116 0.791  0.02
H -2.344 -1.001 1.092  0.07
H -2.991 0.508 1.303  0.15

Summary:
Charge ... +1
DFT total energy ... -306.07518 Eh
Spin multiplicity ... 1
Lowest unoccupied orbital energy ... -0.123 Ha

C42H97N3O8 | the ωB97M-V functional and the def2-TZVPD basis

Each line ends with the Löwdin charge.
Cartesian coordinates (Å):
C -3.100 -4.116 7.367  -0.03
C -3.341 -4.137 5.880  -0.51
C -4.355 -5.252 5.511  -0.04
C -4.193 -2.945 5.481  -0.15
C -3.401 -1.635 5.494  -0.19
C -2.254 -1.776 4.541  -0.14
C -1.283 -3.003 4.816  -0.52
C -0.544 -3.309 3.516  -0.04
C -0.246 -2.592 5.893  -0.02
N -2.088 -4.136 5.077  -0.07
O -1.251 -5.299 5.332  -0.01
H -3.957 -4.544 7.887  0.09
H -2.206 -4.722 7.513  0.08
H -2.881 -3.119 7.748  0.07
H -4.299 -5.343 4.426  0.08
H -3.983 -6.223 5.836  0.08
H -5.384 -5.109 5.841  0.09
H -4.625 -3.169 4.506  0.12
H -4.907 -2.764 6.284  0.12
H -3.924 -0.736 5.167  0.10
H -3.012 -1.344 6.470  0.11
H -1.817 -0.777 4.536  0.10
H -2.557 -1.904 3.502  0.11
H 0.282 -3.980 3.754  0.09
H -0.138 -2.354 3.181  0.07
H -1.171 -3.527 2.651  0.08
H 0.126 -3.525 6.316  0.07
H -0.738 -2.309 6.823  0.07
H 0.561 -1.901 5.646  0.09
H -1.359 -5.878 4.574  0.10
C 2.878 3.457 -5.511  -0.02
C 4.178 2.549 -5.444  -0.45
C 3.850 1.312 -4.486  -0.02
C 4.395 1.954 -6.857  -0.17
C 5.676 1.209 -7.154  -0.20
C 6.916 1.943 -6.661  -0.14
C 6.808 2.725 -5.304  -0.44
C 7.000 1.700 -4.117  -0.03
C 7.963 3.773 -5.354  -0.03
N 5.416 3.285 -5.212  -0.11
O 5.315 3.979 -3.995  -0.02
H 2.122 3.089 -6.205  0.08
H 2.316 3.331 -4.586  0.06
H 3.114 4.494 -5.753  0.08
H 4.610 0.542 -4.622  0.06
H 3.556 1.616 -3.481  0.07
H 2.961 0.778 -4.823  0.07
H 3.693 1.155 -7.099  0.11
H 4.145 2.707 -7.604  0.12
H 5.516 0.179 -6.838  0.11
H 5.827 1.168 -8.233  0.11
H 6.947 2.739 -7.405  0.11
H 7.760 1.257 -6.717  0.12
H 6.445 0.763 -4.158  0.05
H 6.540 2.071 -3.201  0.08
H 8.015 1.331 -3.976  0.08
H 7.984 4.246 -4.372  0.08
H 7.714 4.585 -6.037  0.08
H 8.890 3.293 -5.667  0.09
H 5.419 4.881 -4.307  0.10
C 0.108 4.648 3.601  -0.01
C -1.021 3.572 3.868  -0.45
C -0.599 2.131 3.279  -0.01
C -1.245 3.318 5.357  -0.18
C -2.412 2.490 5.766  -0.17
C -3.707 3.212 5.217  -0.09
C -3.574 3.670 3.691  -0.43
C -3.884 2.475 2.707  -0.02
C -4.680 4.759 3.471  -0.03
N -2.236 4.202 3.375  -0.18
O -2.153 4.652 2.111  0.01
H 0.391 4.512 2.557  0.05
H -0.201 5.639 3.934  0.09
H 1.031 4.466 4.151  0.08
H 0.269 1.727 3.799  0.09
H -1.487 1.512 3.406  0.04
H -0.381 2.123 2.211  0.06
H -0.419 2.734 5.764  0.12
H -1.199 4.285 5.858  0.13
H -2.395 1.516 5.277  0.08
H -2.285 2.336 6.838  0.12
H -3.883 4.052 5.890  0.11
H -4.481 2.445 5.224  0.10
H -4.806 2.513 2.127  0.08
H -4.010 1.522 3.220  0.07
H -3.067 2.331 1.999  0.06
H -5.624 4.382 3.863  0.08
H -4.692 5.114 2.441  0.08
H -4.482 5.557 4.186  0.08
H -2.336 3.820 1.668  0.07
C 0.623 1.189 -1.001  -0.05
C 0.816 -0.355 -0.916  -0.46
C -0.009 -0.874 0.261  -0.05
O 0.446 -0.756 -2.200  -0.06
H 0.798 1.568 0.006  0.06
H -0.405 1.488 -1.209  0.08
H 1.311 1.608 -1.734  0.07
H 1.841 -0.598 -0.638  0.15
H 0.598 -0.976 1.160  0.07
H -0.227 -1.883 -0.086  0.07
H -0.895 -0.339 0.605  0.08
H -0.366 -0.362 -2.528  0.07
C -1.448 -5.315 -0.426  -0.05
C -2.635 -5.954 -1.106  -0.54
C -2.408 -6.965 -2.129  -0.05
O -3.197 -6.596 -0.004  -0.07
H -0.746 -6.080 -0.094  0.10
H -1.789 -4.701 0.407  0.07
H -0.929 -4.565 -1.023  0.07
H -3.452 -5.280 -1.366  0.14
H -1.887 -6.369 -2.879  0.08
H -3.317 -7.195 -2.684  0.09
H -1.921 -7.853 -1.726  0.10
H -2.716 -6.287 0.767  0.06
C 0.622 -3.785 -4.271  -0.05
C 1.591 -4.284 -3.192  -0.51
C 3.015 -4.382 -3.748  -0.05
O 1.543 -3.469 -2.072  -0.05
H 0.752 -4.301 -5.223  0.08
H 0.784 -2.715 -4.405  0.08
H -0.390 -4.084 -3.999  0.06
H 1.205 -5.257 -2.888  0.12
H 3.354 -3.450 -4.201  0.07
H 3.103 -5.098 -4.565  0.07
H 3.780 -4.582 -2.998  0.07
H 0.928 -2.755 -2.255  0.04
C 0.640 5.104 -1.346  -0.08
C 1.508 5.456 -0.234  -0.48
C 2.335 4.274 0.137  -0.06
O 2.422 6.531 -0.624  -0.05
H 0.417 6.031 -1.873  0.08
H -0.260 4.529 -1.122  0.09
H 1.098 4.527 -2.149  0.08
H 0.891 5.824 0.586  0.13
H 1.955 3.569 0.876  0.06
H 3.375 4.482 0.388  0.09
H 2.479 3.573 -0.685  0.06
H 1.968 7.029 -1.308  0.07
C -2.453 -1.137 -4.396  -0.05
C -3.569 -0.578 -3.468  -0.48
C -4.141 -1.658 -2.632  -0.06
O -2.943 0.377 -2.617  -0.06
H -2.036 -2.094 -4.080  0.05
H -1.613 -0.445 -4.455  0.08
H -2.824 -1.482 -5.361  0.08
H -4.180 -0.048 -4.199  0.14
H -4.460 -2.416 -3.348  0.09
H -4.867 -1.260 -1.923  0.09
H -3.362 -2.212 -2.108  0.08
H -3.215 1.237 -2.944  0.09

Summary:
Charge ... 0
DFT total energy ... -2424.29408 Eh
Spin multiplicity ... 1
Lowest unoccupied orbital energy ... 0.008 Ha
SMILES ... CC1(C)CCCC(C)(C)N1O.CC1(C)CCCC(C)(C)N1O.CC1(C)CCCC(C)(C)N1O.CC(C)O.CC(C)O.CC(C)O.CC(C)O.CC(C)O

H4N2Si | the ωB97M-V functional and the def2-TZVPD basis

Each line ends with the Löwdin charge.
Cartesian coordinates (Å):
N -0.096 1.024 -0.407  -0.23
N -1.032 0.035 0.158  -0.28
Si 0.580 -0.483 0.134  0.49
H -0.209 1.439 -1.331  0.04
H -1.636 0.393 1.205  0.16
H 0.743 -1.637 -0.755  -0.08
H 1.650 -0.771 0.996  -0.10

Summary:
Charge ... 0
DFT total energy ... -401.28581 Eh
Spin multiplicity ... 1
Lowest unoccupied orbital energy ... 0.025 Ha
SMILES ... N1N[SiH2]1

C2H4N4 | the ωB97M-V functional and the def2-TZVPD basis

Each line ends with the Löwdin charge.
Cartesian coordinates (Å):
C -0.290 -0.164 0.438  -0.20
N -1.417 -0.721 -0.107  0.11
N 0.415 0.824 -0.249  -0.20
N 1.073 1.812 0.301  0.07
C 1.141 -0.307 -0.795  -0.31
N 1.791 -0.942 -1.523  0.15
H -0.211 -0.168 1.526  0.14
H -1.711 -1.601 0.293  0.10
H -1.468 -0.699 -1.118  0.11
H 0.676 1.965 1.235  0.04

Summary:
Charge ... 0
DFT total energy ... -297.45038 Eh
Spin multiplicity ... 1
Lowest unoccupied orbital energy (spin up / spin down) ... -0.012 / -0.011 Ha

The records above yield ΔE to the lowest compared entry with this formula, charge and spin values of 18.329 0.000 2.591 1.487 1.395 4.789 2.577 5.277 eV, respectively.